Entry from the Open Molecules 2025 dataset: a cluster of 3 separate species, H6O3 in total at a distorted geometry (wB97M-V/def2-TZVPD).

```
9
Properties=species:S:1:pos:R:3:lowdin_charge:R:1
O -0.9560 1.0280 1.8735 -0.0265
H -1.5969 0.3918 1.7824 0.0017
H -1.2218 1.9168 1.5120 0.0923
O 0.4620 -1.6581 -1.9669 -0.0393
H 0.1422 -2.5622 -1.8069 0.0474
H 0.2952 -1.0703 -1.3070 -0.0830
O 1.0116 0.2655 -0.1517 -0.0414
H 0.2651 0.7659 0.3649 0.0704
H 1.5985 0.9224 -0.3003 -0.0215
```

As for the calculated total energy: -6239.26564 eV. The energy relative to the best compared isomer or geometry (same formula, charge and spin) comes out at 0.9876 eV. As for the frontier orbital gap: 11.1 eV. Its LUMO energy is 0.016 Ha. Its SMILES is O.O.O.